Run A
The following is a quantum chemistry calculation of an isolated molecule of C4H5Cl, from the OMol25 dataset.

Geometry as XYZ:
```
10
Properties=species:S:1:pos:R:3:nbo_charge:R:1
C 0.19 -0.02 0.40 -0.141
C 1.47 0.67 0.31 -0.013
C -0.91 -0.41 1.20 -0.449
C 0.12 -0.34 -1.06 -0.635
Cl 1.55 2.29 0.16 0.119
H -0.92 -0.02 2.21 0.191
H -1.91 -0.89 1.08 0.230
H 0.31 0.60 -1.62 0.220
H -0.82 -0.81 -1.35 0.241
H 0.90 -1.07 -1.33 0.236
```

Properties
**Highest occupied orbital energy**: -8.34 eV
**Multiplicity**: 1

Run B
The following is a quantum chemistry calculation of an isolated molecule of C4H5Cl, from the OMol25 dataset.

Geometry as XYZ:
```
10
Properties=species:S:1:pos:R:3:nbo_charge:R:1
C -0.14 1.28 0.01 -0.307
C 0.52 -1.22 -0.22 -0.400
C -0.06 0.05 0.63 -0.301
C 1.37 -0.58 0.68 -0.039
Cl 2.84 0.16 -0.09 -0.084
H 0.68 1.53 -0.63 0.208
H -0.95 1.91 0.37 0.208
H 0.13 -2.19 -0.01 0.247
H 0.61 -1.26 -1.22 0.211
H -0.83 -0.06 1.43 0.256
```

Properties
**Highest occupied orbital energy (alpha / beta)**: -8.01 / -8.34 eV
**Multiplicity**: 1

Unit: hartree. Relative energies: run A 0.0024; run B 0.0000.

Run A
The following is a quantum chemistry calculation of a structure of composition C5H14N2O, from the OMol25 dataset.

Geometry as XYZ:
```
22
Properties=species:S:1:pos:R:3:nbo_charge:R:1
N 0.17 2.37 0.67 -0.860
C -0.97 1.64 0.13 -0.103
C -1.67 0.95 1.23 -0.081
O -2.30 1.96 2.12 -0.749
C -0.43 0.60 -0.89 -0.615
N 0.43 -1.01 0.03 -0.885
C 1.18 -1.59 -1.04 -0.265
C 1.87 -2.86 -0.50 -0.610
H 0.53 3.03 -0.01 0.343
H 0.96 1.64 0.90 0.372
H -1.68 2.28 -0.42 0.180
H -0.99 0.32 1.84 0.198
H -2.54 0.42 0.83 0.161
H -2.46 1.46 2.93 0.448
H -0.87 0.61 -1.90 0.165
H -0.64 -0.53 -0.27 0.340
H 0.59 0.91 -1.17 0.180
H 2.00 -0.85 -1.35 0.106
H 0.62 -1.88 -2.00 0.124
H 1.16 -3.71 -0.43 0.188
H 2.31 -2.70 0.52 0.200
H 2.74 -3.07 -1.21 0.162
```

Properties
**Highest occupied orbital energy (alpha / beta)**: -0.43 / -2.18 eV
**Multiplicity**: 2
**Net charge**: -1
**⟨S²⟩**: 0.7558

Run B
The following is a quantum chemistry calculation of a cluster of 2 separate species, C5H14N2O in total, from the OMol25 dataset.

Geometry as XYZ:
```
22
Properties=species:S:1:pos:R:3:nbo_charge:R:1
C -0.83 1.20 -0.54 -0.871
C 0.18 1.10 0.59 -0.064
C 0.95 -0.23 0.61 -0.468
C 1.31 -0.80 -0.75 0.181
C 0.56 -1.67 -1.41 -0.657
N 2.38 -0.15 -1.35 -0.852
N -0.38 1.23 1.96 -0.850
H -0.36 1.87 -1.27 0.198
H -1.22 0.32 -1.04 0.212
H -1.69 1.80 -0.21 0.204
H 0.95 1.86 0.53 0.168
H 1.90 -0.26 1.15 0.200
H 0.40 -1.01 1.14 0.223
H 0.81 -1.96 -2.44 0.172
H -0.31 -2.22 -1.10 0.203
H 2.63 -0.47 -2.27 0.376
H 2.92 0.56 -0.90 0.380
H -0.75 0.32 2.23 0.361
H -1.14 1.88 1.96 0.351
H -3.42 -1.49 0.87 0.308
H -2.17 -0.76 0.78 0.428
O -2.74 -1.14 1.46 -1.203
```

Properties
**Highest occupied orbital energy (alpha / beta)**: 1.10 / -4.99 eV
**Multiplicity**: 2
**Net charge**: -1
**⟨S²⟩**: 0.7504

Unit: hartree. Relative energies: run A 0.1213; run B 0.0000.